{"formula": "C6H11NSi", "method": "ωB97M-V with the def2-TZVPD basis set", "total_charge": 0, "homo_lumo_gap_ev": 8.4, "e_homo_ha": -0.2836, "relative_energy_kj_mol": 551.49, "e_tot_ha": -579.23891, "lumo_ha": 0.0262, "multiplicity": 1, "molar_mass_g_mol": 125.25, "species": ["C", "C", "C", "C", "C", "C", "N", "Si", "H", "H", "H", "H", "H", "H", "H", "H", "H", "H", "H"], "coordinates": [[0.793239, -2.768884, 0.226348], [1.481343, 2.116463, 0.822076], [2.072132, -0.899976, -0.906233], [1.453346, 0.377670, -0.890149], [1.488440, -1.850433, -0.284450], [-1.938091, 1.338917, -0.762688], [1.524808, 1.219862, -0.026956], [-1.937402, -0.173681, 0.463249], [0.289556, -3.367878, -0.502415], [0.770680, -3.164213, 1.188319], [1.755382, 3.134933, 0.828870], [0.936584, 1.953126, 1.749331], [3.138263, -0.898074, -1.230783], [-2.975749, 0.035057, 1.432264], [-2.117191, 2.266155, -0.304175], [-0.970327, 1.085362, -1.093233], [-2.792435, 1.281341, -1.425505], [-2.356548, -1.307861, -0.284303], [-0.616024, -0.377886, 1.000435]], "atomic_forces_ev_per_a": [[-1.1, -2.1, -0.9], [-1.3, 1.1, 3.1], [3.0, 1.1, -0.7], [-1.6, 0.9, 0.2], [1.0, 0.5, 0.0], [-1.4, -2.2, 1.5], [0.7, -0.8, -1.9], [-0.8, 2.0, -1.0], [-0.7, -0.5, -0.3], [0.1, 0.0, 1.7], [1.3, 0.8, -1.1], [-0.4, -0.6, -0.2], [-0.9, -0.5, 0.0], [-0.4, 0.0, 1.0], [0.7, 1.3, 0.9], [1.1, 0.8, -1.5], [0.3, -0.6, -0.7], [-0.1, -1.1, -0.6], [0.5, 0.0, 0.5]]}


{"formula": "CH6NOS", "method": "ωB97M-V with the def2-TZVPD basis set", "total_charge": -1, "homo_lumo_gap_ev": 7.5, "e_homo_ha": -0.1142, "relative_energy_kj_mol": 21.35, "e_tot_ha": -569.91860, "lumo_ha": 0.1597, "multiplicity": 1, "molar_mass_g_mol": 80.13, "species": ["S", "H", "N", "C", "O", "H", "H", "H", "H", "H"], "coordinates": [[0.509189, 0.415265, -2.614945], [-0.085828, 0.452573, -3.819629], [0.118375, -0.475404, 1.936752], [0.286192, 0.015764, 0.587277], [-0.957100, 0.208749, -0.054194], [-0.460853, 0.173835, 2.457964], [-0.395756, -1.348708, 1.915842], [0.842256, 0.958934, 0.628307], [0.875262, -0.714999, 0.018778], [-0.731737, 0.313990, -1.056153]], "atomic_forces_ev_per_a": [[0.3, 0.0, -0.5], [0.0, 0.0, 0.1], [0.1, 0.0, 0.3], [-0.3, -0.1, -0.3], [0.2, 0.1, -0.6], [0.0, 0.0, -0.1], [0.0, 0.0, -0.1], [0.1, 0.0, 0.0], [0.1, 0.1, 0.1], [-0.2, -0.1, 1.1]]}


{"formula": "C8H6ClN3O3", "method": "ωB97M-V with the def2-TZVPD basis set", "total_charge": 0, "homo_lumo_gap_ev": 8.7, "e_homo_ha": -0.3415, "relative_energy_kj_mol": 117.24, "e_tot_ha": -1158.45286, "lumo_ha": -0.0204, "multiplicity": 1, "molar_mass_g_mol": 227.61, "species": ["O", "Cl", "N", "N", "O", "O", "C", "C", "C", "C", "C", "C", "C", "N", "C", "H", "H", "H", "H", "H", "H"], "coordinates": [[-2.944938, 2.456920, 2.341549], [0.439339, -1.991113, -2.207537], [-2.466810, 1.319166, 2.388141], [0.072024, 1.402112, -1.717906], [1.186098, 0.768665, -2.179786], [-0.802382, 2.960010, 0.607543], [-0.627383, 0.933927, -0.784643], [-0.685892, -2.679908, 1.669518], [-0.041170, -2.810518, 0.397099], [-1.280483, -1.428654, 1.994325], [-0.106591, -1.675971, -0.531511], [-0.595162, -0.379564, -0.098015], [-1.217763, -0.342021, 1.133536], [-1.758904, 0.959015, 1.261389], [-1.516757, 1.785470, 0.079504], [1.000876, -0.071026, -2.695022], [-1.355545, 3.336350, 1.304257], [-0.757964, -3.631148, 2.223588], [0.307338, -3.759215, 0.138872], [-1.961616, -1.382457, 2.813296], [-2.424067, 1.908177, -0.554397]], "atomic_forces_ev_per_a": [[0.9, -1.8, -0.1], [-0.6, -0.3, 1.2], [0.2, 1.2, -1.7], [-0.5, 1.9, -0.1], [0.4, -1.2, -0.9], [-0.9, -1.4, -1.8], [1.1, -1.8, 1.1], [0.5, 1.0, -2.2], [-2.0, 3.8, 0.2], [-0.2, -1.3, -0.1], [0.3, -0.5, 1.6], [1.6, -3.1, -1.8], [0.2, 0.1, 0.0], [-1.5, -0.5, 1.6], [0.4, 1.9, 0.8], [-0.2, 1.2, 1.0], [-0.3, 0.0, -0.1], [-0.2, 1.1, 0.2], [0.7, -1.1, -0.8], [0.0, 0.2, 0.8], [0.1, 0.9, 1.0]]}


{"formula": "C5H11N2O", "method": "ωB97M-V with the def2-TZVPD basis set", "total_charge": 1, "homo_lumo_gap_ev": 11.5, "e_homo_ha": -0.5494, "relative_energy_kj_mol": 287.53, "e_tot_ha": -381.55445, "lumo_ha": -0.1279, "multiplicity": 1, "molar_mass_g_mol": 115.16, "species": ["C", "C", "C", "C", "C", "N", "N", "O", "H", "H", "H", "H", "H", "H", "H", "H", "H", "H", "H"], "coordinates": [[-0.821567, -0.030379, -0.482667], [0.683248, 0.190949, -0.290226], [-0.775604, 0.358777, 1.788051], [-1.252444, -0.148029, -1.882764], [1.374638, -1.059898, -0.683539], [-1.461923, 0.115295, 0.589834], [0.903395, 0.406827, 1.137364], [-1.070483, 1.396876, 2.521913], [1.179916, 1.071269, -0.907062], [-0.924131, -0.638723, 2.238571], [-0.772322, -0.908150, -2.319116], [-0.921332, 0.645149, -2.519802], [-2.390425, -0.029676, -1.919580], [0.774210, -1.884089, -0.468017], [2.297186, -1.390434, -0.167403], [1.431241, -1.155543, -1.716416], [1.455134, -0.295478, 1.588964], [1.290355, 1.210576, 1.576748], [-0.999093, 2.144681, 1.915147]], "atomic_forces_ev_per_a": [[1.7, 2.6, 0.6], [2.4, 2.0, -1.0], [-0.3, -3.7, -1.6], [-4.1, 2.7, 1.7], [1.2, -1.2, 1.0], [-1.2, 0.7, -0.9], [-2.0, -0.4, 1.7], [0.7, 0.7, -0.1], [-1.5, -1.5, 1.3], [1.0, 0.8, 1.2], [0.9, -3.7, -1.7], [0.6, 1.2, 0.2], [1.6, -1.1, -0.2], [-1.5, -1.5, 0.7], [0.0, 1.1, -0.5], [0.8, 0.2, -1.9], [0.1, -1.1, 0.0], [0.3, 1.6, -0.6], [-0.6, 0.8, 0.3]]}


{"formula": "C4H8S", "method": "ωB97M-V with the def2-TZVPD basis set", "total_charge": 0, "homo_lumo_gap_ev": [9.1, 9.1], "e_homo_ha": [-0.3350, -0.3350], "relative_energy_kj_mol": 248.27, "e_tot_ha": -555.27537, "lumo_ha": [-0.0011, -0.0011], "multiplicity": 1, "molar_mass_g_mol": 88.17, "species": ["C", "C", "C", "C", "S", "H", "H", "H", "H", "H", "H", "H", "H"], "coordinates": [[0.097504, -0.276299, -0.295973], [-0.058966, 1.037935, 0.109210], [0.092100, -0.728357, -1.733556], [0.021552, 1.279036, 1.582249], [0.571370, -2.318183, 0.598649], [-0.670584, -2.634369, 0.338690], [-0.252293, 1.920262, -0.482156], [0.466184, 0.144577, -2.308923], [-0.915400, -0.862828, -2.041890], [0.696027, -1.576873, -2.124913], [-0.953207, 1.550375, 2.029934], [0.690594, 2.123402, 2.097283], [0.215120, 0.341321, 2.231394]], "atomic_forces_ev_per_a": [[0.8, -0.1, -0.7], [1.2, -4.0, 1.9], [1.0, 1.4, -0.9], [0.2, 0.4, 4.0], [0.1, 3.5, 0.0], [-0.9, -0.3, -0.2], [0.0, -0.4, -0.8], [-0.3, -0.3, 0.0], [-1.0, -0.4, -0.4], [-0.4, 0.5, 1.1], [0.0, 0.2, -0.6], [-0.9, -1.7, -1.9], [0.2, 1.2, -1.5]]}